Computed, not measured: a 13-piece molecular cluster, C58H150N8O21 overall, with wB97M-V/def2-TZVPD.

Each atom is followed by the atoms it is bonded to, with distances in Å.
Element x y z (Å)
1 C -30.95475 -6.74478 -20.89588  C2 1.532, H4 1.090, H5 1.090, H6 1.090
2 C -29.92499 -6.96691 -22.00884  C1 1.532, O3 1.425, H7 1.090, H8 1.090
3 O -29.51293 -5.66232 -22.40690  C2 1.425, H9 0.960
4 H -31.42816 -7.62914 -20.46939  C1 1.090
5 H -31.76598 -6.18267 -21.35853  C1 1.090
6 H -30.60316 -6.15085 -20.05225  C1 1.090
7 H -30.29152 -7.52948 -22.86749  C2 1.090
8 H -29.06002 -7.50153 -21.61626  C2 1.090
9 H -28.80838 -5.79253 -23.04585  O3 0.960
10 C -27.33569 -9.75927 -23.17476  C11 1.523, H13 1.090, H14 1.090, H15 1.090
11 C -27.02143 -9.93827 -21.69493  C10 1.523, O12 1.463, H16 1.090, H17 1.090
12 O -28.00096 -10.92773 -21.24507  C11 1.463, H18 0.960
13 H -26.73625 -8.94090 -23.57355  C10 1.090
14 H -28.38166 -9.54692 -23.39600  C10 1.090
15 H -26.90950 -10.64482 -23.64621  C10 1.090
16 H -27.11491 -8.99165 -21.16269  C11 1.090
17 H -25.98842 -10.28184 -21.64059  C11 1.090
18 H -27.62961 -11.72269 -21.63459  O12 0.960
19 C -32.15933 -13.78599 -13.63843  C20 1.550, H22 1.090, H23 1.090, H24 1.090
20 C -33.09044 -14.21137 -12.47419  C19 1.550, O21 1.410, H25 1.090, H26 1.090
21 O -34.32201 -14.68620 -12.96952  C20 1.410, H27 0.960
22 H -31.82313 -14.67507 -14.17192  C19 1.090
23 H -31.29943 -13.22986 -13.26510  C19 1.090
24 H -32.73176 -13.22140 -14.37441  C19 1.090
25 H -33.24030 -13.36832 -11.79972  C20 1.090
26 H -32.63144 -15.01357 -11.89636  C20 1.090
27 H -34.08704 -15.43600 -13.52105  O21 0.960
28 C -28.96675 -8.69164 -16.76048  C29 1.559, H31 1.090, H32 1.090, H33 1.090
29 C -29.43114 -9.39067 -18.07389  C28 1.559, O30 1.436, H34 1.090, H35 1.090
30 O -30.60175 -10.18960 -17.84209  C29 1.436, H36 0.960
31 H -28.71369 -9.45438 -16.02409  C28 1.090
32 H -29.70610 -7.95843 -16.43821  C28 1.090
33 H -28.12692 -8.04575 -17.01664  C28 1.090
34 H -28.66132 -10.08893 -18.40240  C29 1.090
35 H -29.71416 -8.59928 -18.76792  C29 1.090
36 H -30.82870 -10.63299 -18.66276  O30 0.960
37 C -32.00917 -12.30720 -27.62801  C38 1.502, H40 1.090, H41 1.090, H42 1.090
38 C -33.48765 -12.15096 -27.84042  C37 1.502, O39 1.410, H43 1.090, H44 1.090
39 O -33.76141 -11.15016 -28.79533  C38 1.410, H45 0.960
40 H -31.74293 -13.16195 -27.00621  C37 1.090
41 H -31.51107 -11.45815 -27.15992  C37 1.090
42 H -31.45693 -12.33122 -28.56745  C37 1.090
43 H -33.96173 -11.98583 -26.87291  C38 1.090
44 H -33.93536 -13.06558 -28.22917  C38 1.090
45 H -33.78357 -11.63102 -29.62593  O39 0.960
46 C -34.08867 -15.73136 -23.71427  O47 1.428, H55 1.090, H56 1.090, H57 1.090
47 O -34.42251 -14.76733 -22.71528  C46 1.428, C48 1.448
48 C -35.24379 -13.70785 -23.26346  O47 1.448, C49 1.536, H58 1.090, H59 1.090
49 C -35.10455 -12.44740 -22.39722  C48 1.536, N50 1.474, H60 1.090, H61 1.090
50 N -35.58457 -12.70086 -21.02724  C49 1.474, C51 1.459, H62 1.010
51 C -35.48114 -11.48456 -20.22890  N50 1.459, C52 1.540, H63 1.090, H64 1.090
52 C -35.80506 -11.82351 -18.76210  C51 1.540, O53 1.383, H65 1.090, H66 1.090
53 O -34.83413 -12.70163 -18.31542  C52 1.383, C54 1.426
54 C -33.73141 -12.11235 -17.62865  O53 1.426, H67 1.090, H68 1.090, H69 1.090
55 H -34.92374 -16.22037 -24.21588  C46 1.090
56 H -33.51963 -16.55053 -23.27466  C46 1.090
57 H -33.50300 -15.24180 -24.49236  C46 1.090
58 H -36.24881 -14.12427 -23.33163  C48 1.090
59 H -34.93820 -13.38986 -24.26025  C48 1.090
60 H -35.66069 -11.59028 -22.77690  C49 1.090
61 H -34.02871 -12.27265 -22.38581  C49 1.090
62 H -35.00655 -13.44695 -20.66760  N50 1.010
63 H -36.25079 -10.78429 -20.55350  C51 1.090
64 H -34.46355 -11.09420 -20.24386  C51 1.090
65 H -36.79824 -12.25249 -18.62921  C52 1.090
66 H -35.91962 -10.93534 -18.14071  C52 1.090
67 H -33.27049 -11.36972 -18.27992  C54 1.090
68 H -33.05091 -12.94471 -17.44922  C54 1.090
69 H -34.00948 -11.59418 -16.71090  C54 1.090
70 C -28.29005 -13.71465 -14.17672  O71 1.384, H79 1.090, H80 1.090, H81 1.090
71 O -29.02865 -14.58648 -13.39634  C70 1.384, C72 1.464
72 C -28.17482 -15.46183 -12.59223  O71 1.464, C73 1.521, H82 1.090, H83 1.090
73 C -29.07955 -16.33257 -11.73409  C72 1.521, N74 1.484, H84 1.090, H85 1.090
74 N -28.42889 -17.35493 -10.87672  C73 1.484, C75 1.446, H86 1.010
75 C -27.83238 -18.52421 -11.48257  N74 1.446, C76 1.585, H87 1.090, H88 1.090
76 C -27.58425 -19.53517 -10.28680  C75 1.585, O77 1.448, H89 1.090, H90 1.090
77 O -28.86673 -19.84034 -9.68814  C76 1.448, C78 1.404
78 C -28.92787 -20.83872 -8.70274  O77 1.404, H91 1.090, H92 1.090, H93 1.090
79 H -27.81271 -14.31430 -14.95174  C70 1.090
80 H -27.57750 -13.15914 -13.56698  C70 1.090
81 H -29.06006 -13.06345 -14.59039  C70 1.090
82 H -27.55095 -14.87480 -11.91823  C72 1.090
83 H -27.49074 -15.99772 -13.25023  C72 1.090
84 H -29.74762 -16.82968 -12.43742  C73 1.090
85 H -29.65663 -15.68473 -11.07425  C73 1.090
86 H -29.01596 -17.62346 -10.09997  N74 1.010
87 H -26.88853 -18.30487 -11.98172  C75 1.090
88 H -28.54547 -18.96217 -12.18100  C75 1.090
89 H -26.97682 -19.12863 -9.47819  C76 1.090
90 H -27.09667 -20.46183 -10.58958  C76 1.090
91 H -28.30884 -20.48739 -7.87723  C78 1.090
92 H -28.51104 -21.76893 -9.08884  C78 1.090
93 H -29.90222 -20.95699 -8.22867  C78 1.090
94 C -30.43937 -15.00664 -16.81816  O95 1.437, H103 1.090, H104 1.090, H105 1.090
95 O -29.53324 -14.70490 -17.89156  C94 1.437, C96 1.402
96 C -29.58205 -13.40140 -18.40446  O95 1.402, C97 1.544, H106 1.090, H107 1.090
97 C -30.65663 -13.31514 -19.50950  C96 1.544, N98 1.473, H108 1.090, H109 1.090
98 N -30.60586 -11.96602 -20.09978  C97 1.473, C99 1.466, H110 1.010
99 C -31.58966 -11.98797 -21.18661  N98 1.466, C100 1.531, H111 1.090, H112 1.090
100 C -31.74390 -10.53465 -21.64370  C99 1.531, O101 1.457, H113 1.090, H114 1.090
101 O -32.41662 -10.41139 -22.92988  C100 1.457, C102 1.375
102 C -31.77014 -10.80648 -24.07719  O101 1.375, H115 1.090, H116 1.090, H117 1.090
103 H -30.58800 -16.08544 -16.86503  C94 1.090
104 H -31.40091 -14.49744 -16.88339  C94 1.090
105 H -30.01373 -14.72447 -15.85519  C94 1.090
106 H -28.59720 -13.14005 -18.79158  C96 1.090
107 H -29.78174 -12.73204 -17.56769  C96 1.090
108 H -31.57083 -13.49700 -18.94446  C97 1.090
109 H -30.44274 -14.13308 -20.19749  C97 1.090
110 H -29.68547 -11.73758 -20.44732  N98 1.010
111 H -32.54568 -12.32047 -20.78218  C99 1.090
112 H -31.20464 -12.69246 -21.92387  C99 1.090
113 H -30.76253 -10.11841 -21.87120  C100 1.090
114 H -32.18952 -10.01765 -20.79386  C100 1.090
115 H -30.88004 -10.19419 -24.22189  C102 1.090
116 H -32.40352 -10.75531 -24.96280  C102 1.090
117 H -31.45604 -11.84994 -24.10234  C102 1.090
118 C -37.54191 -12.18979 -25.47652  O119 1.436, H127 1.090, H128 1.090, H129 1.090
119 O -36.93259 -11.14026 -24.70819  C118 1.436, C120 1.458
120 C -36.53674 -10.04127 -25.58057  O119 1.458, C121 1.558, H130 1.090, H131 1.090
121 C -35.72978 -9.07963 -24.65737  C120 1.558, N122 1.490, H132 1.090, H133 1.090
122 N -36.58680 -8.61556 -23.52986  C121 1.490, C123 1.439, H134 1.010
123 C -35.80239 -8.19589 -22.39936  N122 1.439, C124 1.524, H135 1.090, H136 1.090
124 C -36.60464 -7.80966 -21.16279  C123 1.524, O125 1.392, H137 1.090, H138 1.090
125 O -37.53411 -8.77665 -20.78885  C124 1.392, C126 1.402
126 C -38.03989 -8.60614 -19.49220  O125 1.402, H139 1.090, H140 1.090, H141 1.090
127 H -36.87475 -12.54969 -26.25977  C118 1.090
128 H -38.41427 -11.77798 -25.98396  C118 1.090
129 H -37.76874 -13.03940 -24.83246  C118 1.090
130 H -37.45796 -9.61270 -25.97528  C120 1.090
131 H -35.94246 -10.37229 -26.43225  C120 1.090
132 H -35.43229 -8.17993 -25.19601  C121 1.090
133 H -34.81679 -9.57860 -24.33244  C121 1.090
134 H -37.12617 -9.44897 -23.34383  N122 1.010
135 H -35.19066 -7.38992 -22.80468  C123 1.090
136 H -35.13407 -8.97983 -22.04314  C123 1.090
137 H -37.18052 -6.91726 -21.40791  C124 1.090
138 H -35.97528 -7.51384 -20.32345  C124 1.090
139 H -38.77750 -9.34772 -19.18547  C126 1.090
140 H -38.58360 -7.66143 -19.49122  C126 1.090
141 H -37.17605 -8.62960 -18.82787  C126 1.090
142 C -28.66686 -18.08884 -15.11415  O143 1.409, H151 1.090, H152 1.090, H153 1.090
143 O -28.37266 -18.35082 -16.46655  C142 1.409, C144 1.419
144 C -27.71979 -17.34417 -17.22447  O143 1.419, C145 1.563, H154 1.090, H155 1.090
145 C -27.88815 -17.53571 -18.76693  C144 1.563, N146 1.491, H156 1.090, H157 1.090
146 N -29.15527 -17.07663 -19.40556  C145 1.491, C147 1.502, H158 1.010
147 C -30.35926 -17.92874 -19.12214  N146 1.502, C148 1.570, H159 1.090, H160 1.090
148 C -31.62389 -17.43057 -19.90724  C147 1.570, O149 1.486, H161 1.090, H162 1.090
149 O -32.07234 -16.15594 -19.28939  C148 1.486, C150 1.409
150 C -33.12484 -15.60758 -20.04884  O149 1.409, H163 1.090, H164 1.090, H165 1.090
151 H -27.75675 -17.95227 -14.53008  C142 1.090
152 H -29.23973 -18.91215 -14.68743  C142 1.090
153 H -29.19174 -17.14512 -14.96587  C142 1.090
154 H -26.68629 -17.33327 -16.87826  C144 1.090
155 H -28.19026 -16.39050 -16.98512  C144 1.090
156 H -27.81578 -18.58250 -19.06202  C145 1.090
157 H -27.14967 -16.91173 -19.27031  C145 1.090
158 H -29.45058 -16.23961 -18.92359  N146 1.010
159 H -30.64034 -17.97115 -18.06987  C147 1.090
160 H -30.23972 -18.98714 -19.35365  C147 1.090
161 H -32.36728 -18.21672 -19.77514  C148 1.090
162 H -31.42328 -17.44902 -20.97846  C148 1.090
163 H -33.76030 -16.35431 -20.52495  C150 1.090
164 H -32.65190 -15.14292 -20.91400  C150 1.090
165 H -33.71146 -14.87798 -19.49057  C150 1.090
166 C -37.85811 -15.99474 -16.50680  O167 1.472, H175 1.090, H176 1.090, H177 1.090
167 O -36.56495 -16.66701 -16.29798  C166 1.472, C168 1.449
168 C -35.42180 -15.93884 -16.81008  O167 1.449, C169 1.565, H178 1.090, H179 1.090
169 C -34.23733 -16.95668 -16.70260  C168 1.565, N170 1.481, H180 1.090, H181 1.090
170 N -33.85473 -16.99073 -15.27196  C169 1.481, C171 1.472, H182 1.010
171 C -32.77544 -17.96620 -15.04895  N170 1.472, C172 1.489, H183 1.090, H184 1.090
172 C -32.27576 -17.92583 -13.64736  C171 1.489, O173 1.436, H185 1.090, H186 1.090
173 O -33.36938 -18.44054 -12.87271  C172 1.436, C174 1.448
174 C -33.00586 -18.66761 -11.48983  O173 1.448, H187 1.090, H188 1.090, H189 1.090
175 H -37.88362 -15.13094 -15.84249  C166 1.090
176 H -38.77266 -16.53014 -16.25173  C166 1.090
177 H -37.94458 -15.67028 -17.54379  C166 1.090
178 H -35.24636 -15.02472 -16.24288  C168 1.090
179 H -35.49130 -15.71484 -17.87455  C168 1.090
180 H -33.43932 -16.47968 -17.27159  C169 1.090
181 H -34.47187 -17.92102 -17.15332  C169 1.090
182 H -34.55260 -17.48213 -14.73195  N170 1.010
183 H -31.92009 -17.80172 -15.70426  C171 1.090
184 H -33.04638 -18.99525 -15.28505  C171 1.090
185 H -31.99094 -16.95454 -13.24295  C172 1.090
186 H -31.45446 -18.62769 -13.50263  C172 1.090
187 H -32.07618 -19.21603 -11.33808  C174 1.090
188 H -33.83748 -19.24671 -11.08840  C174 1.090
189 H -32.93229 -17.69616 -11.00099  C174 1.090
190 C -32.67672 -6.86881 -24.35083  O191 1.423, H199 1.090, H200 1.090, H201 1.090
191 O -33.70618 -6.60381 -25.29707  C190 1.423, C192 1.439
192 C -33.30919 -7.07026 -26.59928  O191 1.439, C193 1.508, H202 1.090, H203 1.090
193 C -34.21917 -6.58707 -27.70000  C192 1.508, N194 1.487, H204 1.090, H205 1.090
194 N -34.06072 -5.13286 -27.96808  C193 1.487, C195 1.476, H206 1.010
195 C -35.10122 -4.67193 -28.90739  N194 1.476, C196 1.576, H207 1.090, H208 1.090
196 C -34.76220 -5.09215 -30.38831  C195 1.576, O197 1.432, H209 1.090, H210 1.090
197 O -35.81584 -4.98004 -31.35102  C196 1.432, C198 1.408
198 C -35.53973 -5.55894 -32.60466  O197 1.408, H211 1.090, H212 1.090, H213 1.090
199 H -32.39930 -7.92273 -24.37066  C190 1.090
200 H -33.10796 -6.64693 -23.37467  C190 1.090
201 H -31.78020 -6.26292 -24.48219  C190 1.090
202 H -33.16332 -8.14449 -26.71262  C192 1.090
203 H -32.32469 -6.65787 -26.82018  C192 1.090
204 H -35.25811 -6.73477 -27.40524  C193 1.090
205 H -34.00630 -7.21978 -28.56166  C193 1.090
206 H -34.13099 -4.63323 -27.09314  N194 1.010
207 H -35.24867 -3.59967 -28.77844  C195 1.090
208 H -36.07073 -5.04587 -28.57826  C195 1.090
209 H -34.28078 -6.07003 -30.37944  C196 1.090
210 H -33.95168 -4.41275 -30.65208  C196 1.090
211 H -34.46528 -5.66863 -32.75171  C198 1.090
212 H -35.96003 -5.02640 -33.45781  C198 1.090
213 H -36.03832 -6.52819 -32.59726  C198 1.090
214 C -26.86311 -11.81699 -26.26841  O215 1.393, H223 1.090, H224 1.090, H225 1.090
215 O -27.20350 -12.87001 -25.42286  C214 1.393, C216 1.456
216 C -28.51456 -12.84569 -24.79089  O215 1.456, C217 1.578, H226 1.090, H227 1.090
217 C -28.44476 -13.95155 -23.66772  C216 1.578, N218 1.480, H228 1.090, H229 1.090
218 N -27.54057 -13.46575 -22.60151  C217 1.480, C219 1.471, H230 1.010
219 C -27.47061 -14.53431 -21.59339  N218 1.471, C220 1.555, H231 1.090, H232 1.090
220 C -26.47982 -14.19610 -20.44334  C219 1.555, O221 1.450, H233 1.090, H234 1.090
221 O -25.16340 -14.18015 -21.05153  C220 1.450, C222 1.404
222 C -24.23035 -13.74900 -20.09461  O221 1.404, H235 1.090, H236 1.090, H237 1.090
223 H -27.28595 -11.95037 -27.26415  C214 1.090
224 H -25.77814 -11.79071 -26.36967  C214 1.090
225 H -27.25236 -10.85555 -25.93341  C214 1.090
226 H -29.27784 -13.14233 -25.51027  C216 1.090
227 H -28.79201 -11.85442 -24.43242  C216 1.090
228 H -28.06809 -14.87347 -24.11077  C217 1.090
229 H -29.45987 -14.01777 -23.27622  C217 1.090
230 H -26.62250 -13.37109 -23.01175  N218 1.010
231 H -27.11456 -15.48469 -21.99104  C219 1.090
232 H -28.49263 -14.61978 -21.22425  C219 1.090
233 H -26.50372 -14.96450 -19.67062  C220 1.090
234 H -26.75217 -13.23255 -20.01266  C220 1.090
235 H -24.24424 -14.29080 -19.14891  C222 1.090
236 H -24.39626 -12.69966 -19.85078  C222 1.090
237 H -23.20867 -13.87527 -20.45284  C222 1.090

Results
Spin multiplicity = 2
Net charge = -1
Max |F| = 0.059 hartree/bohr
Expectation value of S² = 0.751
LUMO level (spin up / spin down) = 1.7 / 1.7 eV